Here is C37H34N7O2PSSn as an isolated structure from OMol25. Energies are from the ωB97M-V functional and the def2-TZVPD basis.

Geometry as XYZ:
```
83
Properties=species:S:1:pos:R:3:forces:R:3
Sn -0.502 1.066 0.363 -1.062 -0.563 -0.726
C 3.251 0.046 -1.684 0.068 -0.067 0.000
C 2.153 0.250 -0.695 0.028 0.159 0.130
N 1.135 1.069 -0.932 -0.039 -0.283 0.064
N 1.104 1.910 -2.004 -0.134 0.524 -0.261
C -0.043 2.568 -2.049 0.204 -0.211 0.283
O -0.997 2.413 -1.181 0.219 -0.106 0.102
C -0.268 3.544 -3.132 0.043 0.088 -0.095
C 0.780 3.978 -3.943 -0.003 -0.069 0.015
C 0.544 4.898 -4.949 0.002 0.012 -0.012
C -0.740 5.386 -5.159 -0.006 -0.003 0.010
C -1.786 4.952 -4.357 0.004 0.008 -0.015
C -1.553 4.036 -3.343 0.024 0.022 0.021
C 2.125 -0.355 0.580 0.122 -0.113 0.189
C 3.130 -1.229 1.079 0.002 0.079 -0.179
C 3.017 -1.784 2.317 0.030 -0.025 0.013
C 1.884 -1.487 3.119 0.023 0.022 0.016
C 0.950 -0.633 2.616 -0.114 0.072 0.050
N 1.045 -0.056 1.394 0.181 -0.090 0.294
H 2.949 0.427 -2.655 -0.017 -0.001 0.001
H 4.168 0.561 -1.383 0.014 0.002 -0.004
H 3.486 -1.015 -1.779 0.003 0.007 -0.010
H 1.774 3.581 -3.782 -0.018 0.005 -0.016
H 1.359 5.234 -5.576 -0.001 -0.002 0.003
H -0.924 6.104 -5.947 0.000 -0.004 -0.002
H -2.787 5.328 -4.523 0.000 0.002 0.001
H -2.359 3.693 -2.711 0.000 -0.001 0.000
H 3.981 -1.452 0.450 -0.011 -0.015 0.004
H 3.781 -2.456 2.684 0.007 0.011 -0.008
H 1.749 -1.920 4.099 0.002 0.001 -0.005
H 0.067 -0.381 3.192 -0.030 -0.005 -0.027
C 4.579 3.526 2.523 -0.016 -0.028 -0.008
N 3.160 3.380 2.251 0.196 0.085 -0.112
C 2.148 3.238 3.282 -0.164 0.057 0.171
C 0.934 3.074 2.419 -0.006 0.013 -0.358
O -0.262 2.892 2.884 0.166 -0.199 0.013
N 1.217 3.114 1.150 -0.228 0.023 0.024
C 2.577 3.267 1.059 -0.125 -0.144 0.120
N 3.160 3.278 -0.117 -0.099 0.144 -0.165
H 4.711 4.115 3.428 -0.007 -0.011 0.005
H 5.060 4.066 1.709 -0.001 0.001 0.004
H 5.056 2.554 2.650 0.013 0.010 -0.002
H 2.082 4.125 3.917 -0.002 -0.026 0.030
H 2.311 2.356 3.907 -0.007 -0.007 -0.012
H 2.573 3.135 -0.947 0.041 -0.049 0.111
H 4.148 3.427 -0.229 0.012 -0.063 0.016
S -2.678 3.123 1.923 -0.046 -0.198 0.118
C -1.267 2.421 1.899 0.457 0.421 0.007
N -1.877 -0.295 -0.026 0.154 0.533 0.269
P -1.909 -1.843 0.122 -0.001 -0.102 -0.031
C -1.895 -2.451 1.838 0.008 0.002 -0.065
C -2.400 -1.579 2.801 0.010 0.062 0.047
C -2.466 -1.960 4.133 0.021 -0.034 -0.015
C -2.025 -3.221 4.514 -0.017 0.010 -0.024
C -1.541 -4.104 3.557 0.000 0.000 0.005
C -1.486 -3.725 2.223 -0.029 -0.012 -0.003
C -0.588 -2.707 -0.770 0.000 0.043 0.058
C -0.702 -2.776 -2.159 0.003 -0.062 -0.053
C 0.339 -3.274 -2.925 -0.014 0.015 0.033
C 1.506 -3.709 -2.309 -0.003 0.007 0.014
C 1.631 -3.635 -0.930 0.008 -0.009 -0.018
C 0.591 -3.126 -0.162 0.045 0.009 0.017
C -3.454 -2.474 -0.569 0.062 0.019 -0.020
C -4.397 -1.570 -1.043 0.001 0.033 -0.003
C -5.599 -2.034 -1.561 -0.016 -0.032 -0.006
C -5.856 -3.397 -1.605 0.016 0.039 0.005
C -4.913 -4.302 -1.133 0.013 -0.014 0.008
C -3.713 -3.842 -0.616 -0.006 -0.013 -0.015
H -2.748 -0.598 2.494 0.008 -0.009 -0.001
H -2.871 -1.280 4.872 0.007 0.001 -0.002
H -2.075 -3.523 5.552 0.006 0.000 -0.003
H -1.212 -5.093 3.849 -0.007 0.005 0.001
H -1.122 -4.431 1.486 0.014 0.018 0.009
H -1.613 -2.440 -2.641 0.006 0.003 0.002
H 0.239 -3.327 -4.001 0.002 -0.002 -0.001
H 2.317 -4.108 -2.906 -0.005 -0.007 0.004
H 2.538 -3.974 -0.444 -0.004 0.008 -0.010
H 0.710 -3.053 0.913 -0.007 0.008 -0.005
H -4.173 -0.511 -1.002 0.000 -0.011 0.000
H -6.333 -1.331 -1.931 0.002 -0.004 0.002
H -6.793 -3.757 -2.009 0.001 0.001 0.001
H -5.113 -5.364 -1.170 0.002 0.006 0.001
H -2.977 -4.552 -0.255 -0.008 0.005 0.000
```
Forces are in eV/Å.

- Multiplicity: 2
- HOMO (alpha / beta): -8.395 / -10.398 eV
- HOMO-LUMO gap (alpha / beta): 5.098 / 7.098 eV
- Net charge: +1